(1)
The following is a quantum chemistry calculation of an isolated ion of composition C3H7N2O2 and charge +1 in a non-equilibrium geometry, from OMol25.

Geometry as XYZ:
```
14
Properties=species:S:1:pos:R:3:forces:R:3:nbo_charge:R:1
C 1.502647 -0.264574 1.231422 0.0 1.1 -0.7 -0.18
N 1.351466 0.143732 -0.022026 -1.5 -1.2 0.7 0.08
O 1.461063 1.333762 -0.403738 0.6 0.5 -0.3 -0.49
C 0.570142 -0.718307 -0.965406 0.0 -0.1 -1.7 -0.08
N -0.870872 -0.322352 -0.868068 0.5 -0.7 1.2 -0.48
C -1.257258 0.472889 0.052264 0.8 1.5 -0.3 0.54
O -2.515742 0.636745 0.295281 0.2 -0.7 -0.5 -0.58
H 1.914701 0.518356 1.861254 0.1 -0.2 0.0 0.24
H 1.089074 -1.153910 1.707179 0.4 -0.2 -0.9 0.23
H 0.711297 -1.713455 -0.616551 -0.3 -1.0 0.2 0.23
H 0.827029 -0.696421 -2.092415 0.2 0.6 2.1 0.28
H -1.655193 -0.842519 -1.209515 0.0 -1.0 -1.2 0.45
H -0.451471 1.072679 0.457607 -0.5 0.6 0.7 0.23
H -2.676882 1.533375 0.572713 -0.4 0.8 0.7 0.54
```
Forces are in eV/Å.

- LUMO level (eV) = -4.45
- total charge = +1
- energy above the lowest of the compared OMol25 structures with the same formula, charge and spin (eV) = 3.679
- Kohn-Sham gap (eV) = 9.20
- max |F| (eV/Å) = 2.21
- HOMO (Eh) = -0.5018
- SMILES = C=[N+]([O-])C/[NH+]=C/O


(2)
The following is a quantum chemistry calculation of a 2-piece molecular cluster, C3H7N2O2 overall in a non-equilibrium geometry, from OMol25.

Geometry as XYZ:
```
14
Properties=species:S:1:pos:R:3:forces:R:3:nbo_charge:R:1
C -3.438356 0.059665 -0.223843 1.0 -0.2 0.0 0.91
C 3.010013 0.106057 -0.600904 2.0 3.4 -3.4 -0.05
C 0.964605 0.442996 0.358192 0.8 2.4 -0.9 0.29
N -2.360876 -0.333032 -0.636966 1.3 -0.1 -0.6 -0.89
N -0.056033 -0.328441 1.011056 -2.8 -0.1 0.2 -0.79
O -4.349337 0.371101 0.364265 -2.1 0.6 0.8 -0.39
O 2.048711 -0.267256 0.168620 -2.7 -3.5 3.7 -0.50
H 3.843273 -0.538514 -0.503814 0.9 0.0 -0.5 0.20
H 2.786936 1.016358 -1.245208 1.0 -1.5 0.7 0.17
H 0.842157 1.227544 -0.464962 -1.0 -1.0 1.5 0.20
H -2.048325 -0.077060 -1.560317 -0.2 -0.1 -0.4 0.44
H 0.104134 -1.351286 0.997561 0.4 0.4 -0.2 0.46
H -0.884486 -0.184130 0.326218 -0.1 -0.6 1.1 0.48
H -0.462417 -0.143998 2.010101 1.5 0.4 -2.0 0.47
```
Forces are in eV/Å.

- LUMO level (spin up / spin down) (eV) = -3.65 / -4.98
- total charge = +1
- energy above the lowest of the compared OMol25 structures with the same formula, charge and spin (eV) = 1.038
- Kohn-Sham gap (spin up / spin down) (eV) = 7.40 / 10.76
- multiplicity = 3
- max |F| (eV/Å) = 5.76
- HOMO (spin up / spin down) (Eh) = -0.4064 / -0.5784
- expectation value of S² = 2.006


(3)
The following is a quantum chemistry calculation of one molecule with the formula C3H7N2O2P in a non-equilibrium geometry, from OMol25.

Geometry as XYZ:
```
15
Properties=species:S:1:pos:R:3:forces:R:3:nbo_charge:R:1
C -2.286748 -0.607838 -0.665210 -0.1 2.3 -1.9 -0.42
N -1.267994 0.022216 0.160369 -0.3 -0.2 2.4 -0.95
P 0.328947 -0.368998 -0.154261 2.0 2.1 -0.7 2.19
C 1.165332 1.299682 -0.212665 -0.4 -2.5 -0.6 -0.96
O 0.269565 -1.136450 -1.400913 0.7 -0.2 0.3 -1.05
O 1.839926 -1.068781 0.640112 -2.0 -1.0 -0.8 -0.72
C 2.446990 -0.736735 1.697647 -0.9 0.1 -0.6 0.55
N 2.991350 -0.426311 2.653329 0.8 0.4 1.3 -0.45
H -1.751332 -0.666959 -1.619235 -0.9 -0.7 0.0 0.25
H -2.690422 -1.508925 -0.334503 -0.2 -1.8 0.6 0.20
H -3.169754 0.080039 -0.812804 1.1 -0.3 0.4 0.20
H -1.678022 0.344525 1.049210 1.0 0.0 -0.5 0.42
H 0.566017 1.652867 -0.985786 -1.0 1.3 -1.5 0.24
H 1.078889 1.943234 0.610883 0.0 0.6 1.3 0.25
H 2.157255 1.178435 -0.626173 0.3 -0.1 0.4 0.26
```
Forces are in eV/Å.

- LUMO level (eV) = -0.46
- energy above the lowest of the compared OMol25 structures with the same formula, charge and spin (eV) = 1.049
- Kohn-Sham gap (eV) = 10.24
- max |F| (eV/Å) = 3.01
- HOMO (Eh) = -0.3931
- SMILES = CN[P@](C)(=O)OC#N


(4)
The following is a quantum chemistry calculation of C3H7N2O3 as an isolated structure in a non-equilibrium geometry, from OMol25.

Geometry as XYZ:
```
15
Properties=species:S:1:pos:R:3:forces:R:3:nbo_charge:R:1
C 2.267869 0.245625 0.050493 -1.1 -0.3 -1.3 0.27
C -0.398339 -0.255111 -0.856976 2.3 -0.8 1.2 0.69
C -2.244803 -0.359708 0.580350 -4.1 -2.3 0.4 -0.31
N 1.896099 -0.983351 0.174528 -0.1 -2.8 2.4 -0.21
N 1.406035 1.172038 -0.384499 1.0 0.0 -0.1 -0.26
O 0.566060 -1.347680 0.203037 -0.4 0.6 -1.0 -0.46
O 0.065533 0.906733 -0.367596 -1.5 2.5 1.6 -0.33
O -1.646493 -0.498177 -0.735853 0.5 0.6 0.6 -0.42
H 3.305297 0.398352 -0.026677 1.2 0.7 0.4 0.25
H 0.048692 -0.420220 -1.776730 0.4 -1.2 -1.9 0.18
H -1.597440 -0.073272 1.405297 0.2 0.2 -0.5 0.22
H -2.635380 -1.464576 0.719709 0.9 2.2 0.3 0.23
H -3.255382 0.251252 0.539831 2.5 -0.8 -0.2 0.24
H 2.502520 -1.756143 0.687866 -1.4 2.2 -1.8 0.46
H 1.629760 2.179013 -0.469330 -0.4 -1.1 0.1 0.45
```
Forces are in eV/Å.

- LUMO level (eV) = -3.69
- total charge = +1
- energy above the lowest of the compared OMol25 structures with the same formula, charge and spin (eV) = 4.650
- Kohn-Sham gap (eV) = 10.49
- max |F| (eV/Å) = 4.72
- HOMO (Eh) = -0.5212


(5)
The following is a quantum chemistry calculation of C3H7N2OP as an isolated structure in a non-equilibrium geometry, from OMol25.

Geometry as XYZ:
```
14
Properties=species:S:1:pos:R:3:forces:R:3:nbo_charge:R:1
C 0.089919 -0.612911 -1.260074 0.5 1.8 -0.3 0.67
C 1.195181 -0.178565 -0.222956 1.7 -0.4 -2.3 -0.55
C 0.901778 -0.123834 1.232218 1.2 -1.6 3.1 -0.27
N -1.023291 0.292382 -1.270721 3.1 -1.1 3.7 -0.92
N -0.091391 0.908673 1.692748 -1.9 -0.8 -4.2 -0.89
O 0.312570 -1.445213 -2.106786 -0.5 0.3 0.4 -0.57
P -1.305421 0.692738 0.547050 -0.4 -0.9 0.0 1.33
H 2.062194 -0.886885 -0.466129 -1.2 0.8 0.6 0.25
H 1.582985 0.846071 -0.545871 -0.7 -1.2 0.2 0.24
H 0.509257 -1.120251 1.639161 0.8 0.8 -0.8 0.18
H 1.959837 -0.026262 1.756880 -2.3 0.3 -0.7 0.22
H -1.607429 0.164656 -2.066322 -1.3 -0.1 -0.1 0.42
H -2.114897 1.716481 0.267708 -0.6 1.8 0.3 -0.05
H -2.471294 -0.227078 0.803093 1.6 0.4 0.0 -0.06
```
Forces are in eV/Å.

- LUMO level (eV) = 0.38
- energy above the lowest of the compared OMol25 structures with the same formula, charge and spin (eV) = 1.168
- Kohn-Sham gap (eV) = 9.45
- max |F| (eV/Å) = 5.00
- HOMO (Eh) = -0.3333


(6)
The following is a quantum chemistry calculation of an isolated ion of composition C3H7N2OS and charge +1 in a non-equilibrium geometry, from OMol25.

Geometry as XYZ:
```
14
Properties=species:S:1:pos:R:3:forces:R:3:nbo_charge:R:1
C -1.577871 0.693520 -0.029420 -2.8 -3.2 0.5 0.08
C -0.807074 1.738983 0.079136 1.7 3.0 0.2 -0.43
C 0.990226 -0.290550 0.141357 0.2 0.5 -2.2 0.39
N 1.709793 -0.919447 -0.783593 -0.5 0.2 -1.6 -0.82
N -0.951387 -0.618478 -0.219893 -2.1 0.8 -0.2 -0.78
O 1.060011 -0.772820 1.340073 0.9 -0.4 2.9 -0.70
S 0.984140 1.593879 -0.134301 -1.0 2.1 0.4 0.55
H -2.736633 0.654349 0.127503 2.2 0.5 -0.4 0.24
H -1.228791 2.783992 0.263007 0.9 -1.6 -0.4 0.28
H 1.464258 -0.718408 -1.798439 0.8 -0.8 1.9 0.42
H 2.186516 -1.751533 -0.476997 0.2 -0.2 -0.5 0.42
H -1.215553 -1.209820 0.559630 -0.2 -0.3 0.0 0.41
H -1.316536 -1.016787 -1.078780 0.0 -0.3 0.0 0.41
H 1.438901 -0.166883 2.010720 -0.4 -0.4 -0.4 0.53
```
Forces are in eV/Å.

- LUMO level (spin up / spin down) (eV) = -3.20 / -7.52
- total charge = +1
- energy above the lowest of the compared OMol25 structures with the same formula, charge and spin (eV) = 1.547
- Kohn-Sham gap (spin up / spin down) (eV) = 6.38 / 6.84
- multiplicity = 3
- max |F| (eV/Å) = 4.28
- HOMO (spin up / spin down) (Eh) = -0.3518 / -0.5276
- expectation value of S² = 2.020


(7)
The following is a quantum chemistry calculation of an isolated ion of composition C3H7N2OSe and charge +1 in a non-equilibrium geometry, from OMol25.

Geometry as XYZ:
```
14
Properties=species:S:1:pos:R:3:forces:R:3:nbo_charge:R:1
C 1.226332 0.903649 -0.097518 -1.4 4.0 -2.2 0.62
C 1.231627 0.395289 1.281904 -1.6 0.0 -0.2 -0.70
C -1.431995 -0.013541 0.530536 2.7 3.9 2.5 -0.40
N 1.148485 0.091884 -1.227621 2.1 -2.0 1.3 -0.82
N -2.385692 -0.513536 -0.160671 -2.9 -2.0 -2.8 -0.65
O 1.134007 2.133321 -0.264147 0.4 -2.4 0.6 -0.54
Se -0.177077 -0.895921 1.540849 0.2 -1.0 0.4 1.02
H 2.156660 -0.020914 1.406115 2.4 -1.5 1.1 0.27
H 1.032279 1.165697 2.021072 0.1 0.3 -0.1 0.30
H -1.313861 1.064156 0.510869 0.1 -0.1 0.2 0.24
H 1.468881 0.694877 -1.976966 -0.2 -0.3 -0.5 0.43
H -2.716929 0.028045 -0.965054 0.0 -0.5 0.3 0.43
H -2.412441 -1.508141 -0.226219 -0.6 -0.6 -0.4 0.40
H 1.693598 -0.843724 -1.197794 -1.2 2.1 -0.1 0.40
```
Forces are in eV/Å.

- LUMO level (spin up / spin down) (eV) = -3.87 / -8.44
- total charge = +1
- energy above the lowest of the compared OMol25 structures with the same formula, charge and spin (eV) = 0.000
- Kohn-Sham gap (spin up / spin down) (eV) = 7.46 / 5.84
- multiplicity = 3
- max |F| (eV/Å) = 5.38
- HOMO (spin up / spin down) (Eh) = -0.4162 / -0.5251
- expectation value of S² = 2.006


(8)
The following is a quantum chemistry calculation of an isolated ion of composition C3H7N2S and charge +1 in a non-equilibrium geometry, from OMol25.

Geometry as XYZ:
```
13
Properties=species:S:1:pos:R:3:forces:R:3:nbo_charge:R:1
S -2.412375 -0.004279 0.094209 0.8 1.9 -0.2 0.03
C -0.748855 -0.244741 -0.656908 0.6 2.2 -1.6 -0.03
N 0.153446 1.065126 -0.555234 -2.6 -0.3 -0.9 -0.60
C 1.141379 0.845479 0.354399 1.7 0.3 -0.6 0.05
C 1.258755 -0.474264 0.628528 0.7 2.2 1.0 -0.23
N 0.115019 -1.215232 0.073303 2.1 -2.5 -0.5 -0.57
H -2.304005 1.437818 0.032852 -0.3 -2.2 0.2 0.18
H -0.853209 -0.634168 -1.734175 0.3 0.9 1.6 0.25
H -0.310632 2.010608 -0.615051 0.7 -1.7 0.0 0.43
H 1.890297 1.731287 0.551644 -1.7 -2.1 0.1 0.29
H 1.787348 -0.900738 1.453193 0.4 -0.4 -0.1 0.25
H 0.574007 -2.043902 -0.583168 -2.0 2.4 2.0 0.48
H -0.291176 -1.573000 0.956404 -0.6 -0.5 -1.0 0.47
```
Forces are in eV/Å.

- LUMO level (eV) = -3.77
- total charge = +1
- energy above the lowest of the compared OMol25 structures with the same formula, charge and spin (eV) = 2.778
- Kohn-Sham gap (eV) = 9.49
- max |F| (eV/Å) = 3.71
- HOMO (Eh) = -0.4872
- SMILES = S[C@H]1NC=C[NH2+]1


> The highest max |F| belongs to which entry?

number 2


> Which of these has the highest max |F|?

number 2